No. 1
# C19H40P2Pb

A molecular structure, C19H40P2Pb at a distorted geometry (ωB97M-V/def2-TZVPD, OMol25).

Properties
Net charge ... +2
HOMO-LUMO gap (spin up / spin down) ... 5.124 / 4.726 eV

Geometry (Å):
P (-2.39740, 2.26545, 2.07898)
P (-3.43577, 1.21928, -0.82451)
C (-3.89981, 3.04089, 1.31641)
C (-4.61075, 2.12865, 0.28678)
H (-3.57023, 3.98520, 0.85230)
H (-4.57034, 3.29108, 2.14954)
H (-5.22415, 1.36260, 0.79079)
H (-5.26962, 2.71381, -0.36925)
C (-3.08966, 2.51680, -2.07468)
H (-2.50738, 2.08249, -2.90093)
H (-2.52706, 3.35524, -1.64133)
H (-4.05412, 2.87430, -2.46241)
C (-4.44532, 0.10478, -1.85648)
H (-5.18328, 0.69166, -2.42152)
H (-4.95188, -0.63495, -1.22319)
H (-3.77644, -0.41642, -2.55689)
C (-1.68808, 3.50701, 3.21025)
H (-0.83988, 3.04971, 3.74089)
H (-2.45610, 3.81120, 3.93426)
H (-1.32902, 4.37351, 2.64022)
C (-3.21231, 1.21077, 3.33625)
H (-3.78649, 0.39432, 2.87603)
H (-3.88188, 1.86624, 3.91085)
H (-2.45451, 0.78366, 4.00993)
Pb (4.04592, -1.27662, -0.21007)
C (-0.83741, -0.81588, -1.21455)
C (-0.47957, 0.45057, -1.48941)
C (-0.37973, 1.62504, -0.57666)
C (0.79364, 1.72845, 0.41726)
C (0.52601, 1.11440, 1.75635)
C (-0.23364, 0.04147, 2.04907)
C (-1.36565, -0.52073, 1.26441)
C (-1.05851, -1.48481, 0.09529)
C (4.78910, -2.50206, 1.52172)
H (-0.85033, -1.51282, -2.06094)
H (-0.28175, 0.70101, -2.54487)
H (-1.29731, 1.74163, 0.02695)
H (-0.34395, 2.53108, -1.20339)
H (1.71655, 1.34816, -0.05637)
H (0.98410, 2.80650, 0.58321)
H (1.18438, 1.50821, 2.54434)
H (-0.03185, -0.49255, 2.98850)
H (-1.99185, 0.28512, 0.84660)
H (-2.03283, -1.06453, 1.95661)
H (-0.21938, -2.14736, 0.36481)
H (-1.93630, -2.14914, 0.00159)
H (4.78273, -3.58408, 1.31110)
H (4.05643, -2.26100, 2.31508)
H (5.79119, -2.16680, 1.83345)
C (5.63121, -2.30159, -3.15187)
C (5.01329, -3.50110, -2.42664)
C (6.04070, -4.28217, -1.60132)
C (3.78702, -3.08671, -1.58060)
H (5.94432, -1.50937, -2.45935)
H (4.91684, -1.87575, -3.86855)
H (6.51079, -2.61676, -3.72442)
H (4.65401, -4.18214, -3.21785)
H (6.23447, -3.81759, -0.62740)
H (5.68545, -5.30420, -1.42043)
H (6.99587, -4.37033, -2.12858)
H (3.46017, -3.87716, -0.89437)
H (2.95736, -2.75567, -2.22100)

The net atomic charges from natural (NBO), expressed in e, are:
1. P 1.1616
2. P 1.1013
3. C -0.7425
4. C -0.7395
5. H 0.2488
6. H 0.2614
7. H 0.2484
8. H 0.2613
9. C -0.9695
10. H 0.2555
11. H 0.2457
12. H 0.2522
13. C -0.9641
14. H 0.2542
15. H 0.2557
16. H 0.2605
17. C -0.9701
18. H 0.2607
19. H 0.2569
20. H 0.2565
21. C -0.9757
22. H 0.2491
23. H 0.2526
24. H 0.2578
25. Pb 1.4270
26. C -0.1564
27. C -0.2126
28. C -0.5265
29. C -0.4449
30. C -0.1701
31. C -0.1915
32. C -0.5335
33. C -0.4473
34. C -1.1413
35. H 0.2164
36. H 0.2212
37. H 0.2382
38. H 0.2280
39. H 0.2109
40. H 0.2301
41. H 0.2167
42. H 0.2230
43. H 0.2426
44. H 0.2291
45. H 0.2180
46. H 0.2343
47. H 0.2530
48. H 0.2421
49. H 0.2605
50. C -0.6020
51. C -0.2714
52. C -0.6190
53. C -0.6106
54. H 0.1780
55. H 0.2259
56. H 0.2501
57. H 0.2618
58. H 0.1959
59. H 0.2319
60. H 0.2418
61. H 0.2427
62. H 0.2292

***

No. 2
# C4H8N2O

C4H8N2O in the gas phase (ωB97M-V/def2-TZVPD, OMol25).

Properties
Net charge ... 0
HOMO-LUMO gap ... 9.914 eV

Geometry (Å):
C (-0.18109, -1.21654, 2.11254)
N (0.36012, -0.24427, 1.19888)
C (-0.22744, 0.06081, 0.01269)
N (-1.38067, -0.27059, -0.43618)
C (0.67489, 0.90432, -0.87782)
O (1.70887, 1.35080, -0.42109)
C (0.24253, 1.10714, -2.30108)
H (0.58685, -1.48778, 2.83952)
H (-0.48008, -2.12780, 1.57666)
H (-1.05358, -0.83634, 2.65952)
H (1.28462, 0.13830, 1.33298)
H (-1.90938, -0.81283, 0.24889)
H (-0.71383, 1.63593, -2.33669)
H (1.01415, 1.66413, -2.83522)
H (0.07404, 0.13472, -2.77359)

The net atomic charges from natural (NBO), expressed in e, are:
1. C -0.4197
2. N -0.6025
3. C 0.3295
4. N -0.7037
5. C 0.5575
6. O -0.5411
7. C -0.7164
8. H 0.2166
9. H 0.1962
10. H 0.1943
11. H 0.4221
12. H 0.3356
13. H 0.2534
14. H 0.2306
15. H 0.2475

***

Computed values of relative energy (zero: lowest compared OMol25 entry of this formula, charge and spin) (unit: kcal/mol) for the preceding records, in sequence: 4.2; 24.3.
Computed values of electronic energy (unit: Eh) for the preceding records, in sequence: -1622.73456; -341.96492.